Density functional theory data (ωB97M-V/def2-TZVPD) for the ion C14H7F5NO2 with charge -1 at a distorted geometry.

Cartesian coordinates (Å):
1 F 0.693106 -4.388514 -1.386706
2 F 1.642188 -2.639557 -3.017624
3 F 0.194082 -1.037500 1.963014
4 F 0.130787 -5.192705 1.100682
5 F -0.755963 -3.395329 2.447067
6 O 3.143011 0.305359 -2.443432
7 O 1.110736 0.504008 -3.353193
8 N -0.085660 -3.794660 1.264353
9 C 0.538821 -1.408261 0.736079
10 C 1.027539 -0.453658 -0.154263
11 C -1.022199 1.956513 -0.571656
12 C -2.269122 2.573495 -0.417813
13 C -0.195202 1.685579 0.545181
14 C 1.160414 0.988614 0.315453
15 C -0.615661 2.110125 1.830181
16 C -2.711922 2.917842 0.875761
17 C 0.831677 -3.125679 -0.901194
18 C 1.305325 -2.186055 -1.804554
19 C 1.357843 -0.842822 -1.459904
20 C -1.888357 2.716710 1.982896
21 C 1.907723 0.054614 -2.476762
22 C 0.419807 -2.792523 0.396045
23 H 0.047827 2.058233 2.693938
24 H -2.907877 2.690194 -1.293284
25 H -3.694902 3.376613 0.948718
26 H 1.739486 1.595337 -0.435680
27 H 1.762403 0.936317 1.242279
28 H -2.151761 3.086928 2.949821
29 H -0.714151 1.700784 -1.575401

Atoms 1-6, force components in eV/Å:
0.026 0.226 0.591
0.029 0.244 0.104
-0.150 0.343 0.864
-0.313 2.716 1.008
1.245 -1.543 -1.742
-0.768 -0.588 0.788

## Properties
Kohn-Sham gap: 7.257 eV
HOMO level: -0.1678 Ha
Multiplicity: 1
Relative energy (zero: lowest compared OMol25 entry of this formula, charge and spin): 0.000 eV
LUMO: 2.6900 eV
Total charge: -1


Density functional theory data (ωB97M-V/def2-TZVPD) for the molecule C3H10N2O2 at a distorted geometry.

Cartesian coordinates (Å):
1 O 0.937072 0.566276 1.448325
2 O -1.165822 0.754450 -0.595303
3 N 1.688666 0.892173 -0.683809
4 N 1.529574 -1.617097 0.188714
5 C -2.451697 0.643866 -0.074299
6 C -0.226398 -0.582173 -0.357081
7 C 0.969674 0.082024 0.173866
8 H -3.075945 1.462063 -0.447208
9 H -2.925786 -0.310627 -0.370368
10 H -0.781971 -1.205214 0.340272
11 H 2.342265 1.504284 -0.214549
12 H -2.471112 0.691110 1.029305
13 H 1.109863 1.371836 -1.359225
14 H 2.074868 -1.689591 -0.664759
15 H 2.198775 -1.606297 0.954467
16 H -0.162600 -0.942262 -1.378357
17 H 0.410574 -0.014822 2.010010

Atoms 1-6, force components in eV/Å:
0.062 -0.094 0.359
1.051 -1.690 -0.077
0.246 0.087 -0.371
0.711 2.178 0.735
-0.331 -0.507 0.195
-3.480 4.393 -0.699

## Properties
Kohn-Sham gap: 9.915 eV
HOMO level: -0.3353 Ha
Multiplicity: 1
Relative energy (zero: lowest compared OMol25 entry of this formula, charge and spin): 3.478 eV
LUMO: 0.7895 eV


Density functional theory data (ωB97M-V/def2-TZVPD) for a cluster of 2 separate species, C3H9ClO5PS in total.

Cartesian coordinates (Å):
1 Cl -2.870215 -1.520899 -0.202490
2 S 1.435362 -2.029589 -0.253815
3 P -1.218395 -1.860867 0.918310
4 O -0.150524 -1.821631 -0.428495
5 O 1.853762 -1.724070 1.094061
6 O 1.374743 -3.707021 -0.248081
7 O -1.371234 1.188866 0.420264
8 O -1.383356 -3.501565 1.027352
9 C -0.569346 3.114037 -0.755038
10 C -0.330395 1.656387 -0.295091
11 C 0.986682 1.644678 0.516063
12 H 1.842852 2.025482 -0.062464
13 H -0.706266 3.752095 0.122891
14 H -0.107543 1.081918 -1.241680
15 H 0.267300 3.513749 -1.348100
16 H 0.867984 2.268284 1.406998
17 H -1.472657 3.165085 -1.367830
18 H 0.855177 -3.953293 -1.023700
19 H -0.528050 -3.922495 0.881995
20 H 1.224118 0.630849 0.838850

Atoms 1-6, force components in eV/Å:
-0.413 -0.051 -0.156
-0.341 0.216 0.107
-0.088 0.851 0.217
0.559 -0.044 0.147
-0.116 -0.379 -0.290
0.084 0.089 0.162

## Properties
Kohn-Sham gap: 5.462 eV
HOMO level: -0.1038 Ha
Multiplicity: 1
LUMO: 2.6387 eV
Total charge: -1


Density functional theory data (ωB97M-V/def2-TZVPD) for a structure of composition C12H10BrF3O2Ti at a distorted geometry.

Cartesian coordinates (Å):
1 Br 0.310762 2.445056 1.831743
2 Ti 1.678553 0.715460 1.229111
3 F 0.757965 -3.563522 2.854190
4 F 0.201502 -1.998314 4.299900
5 F 2.217934 -2.842434 4.331650
6 O 2.490242 -0.568856 2.551809
7 O 0.547404 -1.007211 1.663313
8 C 3.057840 1.279044 -0.258947
9 C -2.116167 -1.969022 -0.614017
10 C 1.473835 -1.332029 2.479496
11 C 1.593000 -0.129300 -1.437083
12 C -2.671454 0.186521 -1.187543
13 C 2.722975 -0.142402 -0.533595
14 C -2.751889 -1.375254 0.510498
15 C 1.148960 1.184712 -1.578125
16 C 1.201288 -2.476450 3.518538
17 C -2.036697 -0.998875 -1.661296
18 C 1.937184 2.036725 -0.755753
19 C -3.098878 -0.030268 0.157649
20 H 4.015272 1.652600 0.094007
21 H -1.599783 -1.155771 -2.641440
22 H -2.864733 1.073744 -1.796624
23 H 0.334046 1.490094 -2.246820
24 H 1.244926 -0.981496 -2.043013
25 H -2.936153 -1.864561 1.462512
26 H 3.372902 -1.010628 -0.375431
27 H 1.809256 3.112050 -0.714723
28 H -3.607448 0.689801 0.794341
29 H -1.791620 -3.013305 -0.704276

Atoms 1-6, force components in eV/Å:
-0.970 1.452 1.070
-1.997 -1.197 -1.227
0.375 0.514 0.652
0.601 -0.531 -0.239
-0.571 0.458 -0.908
0.706 -1.086 1.049

## Properties
Kohn-Sham gap (spin up / spin down): 4.740 / 4.724 eV
HOMO level (spin up / spin down): -0.0889 / -0.0890 Ha
<S²>: 0.754
Multiplicity: 2
LUMO (spin up / spin down): 2.3203 / 2.3037 eV
Total charge: -1


Density functional theory data (ωB97M-V/def2-TZVPD) for the molecule C7H6F6N2 at a distorted geometry.

Cartesian coordinates (Å):
1 F 3.059952 1.719621 0.364455
2 F 1.372041 1.835949 -0.871834
3 F 2.796924 -2.357727 -0.114551
4 F 3.847638 -0.610675 -0.851650
5 F 3.625848 -0.906759 1.249809
6 F 1.040909 1.700761 1.273912
7 N 0.595819 -0.888574 -0.162945
8 N -0.526337 -0.400977 -0.598908
9 C -2.756950 -1.904253 -0.171562
10 C 1.824141 1.254689 0.224000
11 C 1.692350 -0.224641 0.023963
12 C -1.703967 1.931164 0.094258
13 C -1.855902 -0.702814 -0.217869
14 C 3.008030 -1.013760 0.093421
15 C -1.576018 0.584307 -0.220730
16 H -2.272135 -2.923771 -0.161119
17 H -3.492142 -2.009670 -1.023675
18 H -1.489381 2.616520 -0.904596
19 H -3.443511 -1.874100 0.799936
20 H -2.684366 2.050352 0.343071
21 H -1.062950 2.124365 0.832620

Atoms 1-6, force components in eV/Å:
0.172 -0.302 0.829
-1.020 1.132 -1.012
0.045 1.118 0.140
0.500 0.256 -0.518
0.462 0.252 0.975
0.889 -0.202 -0.546

## Properties
Kohn-Sham gap: 8.497 eV
HOMO level: -0.2969 Ha
Multiplicity: 1
Relative energy (zero: lowest compared OMol25 entry of this formula, charge and spin): 2.992 eV
LUMO: 0.4173 eV


Density functional theory data (ωB97M-V/def2-TZVPD) for the molecule C4H9N3 at a distorted geometry.

Cartesian coordinates (Å):
1 N -1.912248 1.012062 1.099127
2 N 0.253874 -0.886487 0.730253
3 N -1.751982 1.208488 -1.176500
4 C -1.277616 0.694306 0.004308
5 C 0.316971 0.328549 0.145356
6 C 1.362603 -1.816400 0.689279
7 C 1.195426 0.916846 -0.676435
8 H -1.211214 1.035437 -2.008796
9 H -2.608137 1.738030 -1.088240
10 H 2.093433 0.400635 -0.993726
11 H 1.143669 -2.670170 1.333033
12 H -1.482133 0.478971 1.862246
13 H 2.273445 -1.340703 1.069358
14 H 1.014713 1.908003 -1.072125
15 H -0.976395 -0.839564 0.411457
16 H 1.565592 -2.168004 -0.328595

Atoms 1-6, force components in eV/Å:
-0.282 -2.012 -0.714
-3.495 0.205 0.161
0.814 -0.926 0.705
1.568 4.428 1.466
-2.391 0.368 -3.117
-0.422 -0.324 -0.141

## Properties
Kohn-Sham gap: 8.735 eV
HOMO level: -0.3020 Ha
Multiplicity: 1
Relative energy (zero: lowest compared OMol25 entry of this formula, charge and spin): 3.920 eV
LUMO: 0.5156 eV


Number 1: electronic energy -1242.13917 Ha. Number 2: electronic energy -380.20885 Ha. Number 3: electronic energy -1695.69375 Ha. Number 4: electronic energy -4336.89478 Ha. Number 5: electronic energy -978.87195 Ha. Number 6: electronic energy -321.94630 Ha.